(1)
{"formula": "C11H20LiN7O6S", "method": "wB97M-V/def2-TZVPD", "species": ["Li", "N", "N", "C", "N", "N", "N", "O", "O", "H", "H", "H", "H", "H", "N", "C", "O", "C", "C", "H", "H", "H", "H", "H", "H", "C", "H", "H", "H", "N", "C", "C", "C", "C", "C", "C", "S", "O", "O", "O", "H", "H", "H", "H", "H", "H"], "positions_angstrom": [[-0.7139, -0.9601, 0.1509], [-0.7947, 1.0763, 0.9492], [-1.1464, 2.3318, 0.4501], [-1.2072, 2.5948, -0.8706], [-1.7832, 3.7979, -1.1557], [-0.6972, 1.6984, -1.6890], [-0.6257, 1.9871, -3.0321], [-1.1842, 2.9766, -3.5404], [0.0071, 1.2075, -3.6901], [-1.5189, 0.6573, 1.5279], [0.0746, 1.1207, 1.4665], [-1.7351, 2.9132, 1.0221], [-1.6063, 4.5202, -0.4749], [-1.6441, 4.0588, -2.1244], [2.4056, -2.3791, 2.6426], [1.2556, -1.8051, 2.1699], [1.2920, -0.6440, 1.7695], [0.0199, -2.6804, 2.1646], [-1.2949, -1.9035, 2.0629], [3.2661, -1.9006, 2.4346], [2.4338, -3.3775, 2.7456], [0.1356, -3.3754, 3.0178], [0.1271, -3.3014, 1.2590], [-1.4642, -1.3530, 3.0145], [-2.1096, -2.6328, 1.9770], [-0.9899, -2.3106, -1.4945], [-1.1429, -3.3700, -1.2205], [-0.0933, -2.2650, -2.1498], [-1.8471, -2.0060, -2.1256], [2.2183, 0.0294, -1.1670], [2.8538, 1.2782, -1.0353], [3.2721, 1.9931, -2.1582], [3.9172, 3.2197, -2.0271], [4.1593, 3.7621, -0.7734], [3.7527, 3.0468, 0.3520], [3.1106, 1.8241, 0.2284], [4.9726, 5.3456, -0.5787], [3.9759, 6.1939, 0.0659], [6.1285, 5.0677, 0.2651], [5.3106, 5.7553, -1.9360], [1.7475, -0.0860, -2.0532], [1.5520, -0.1471, -0.4276], [3.0745, 1.5794, -3.1427], [4.2372, 3.7793, -2.8977], [3.9515, 3.4642, 1.3324], [2.7917, 1.2729, 1.1061]], "total_charge": -2, "total_energy_ev": -45484.36719, "fmax_ev_per_a": 0.63, "gap_ev": 5.09}

(2)
{"formula": "C3H9NO", "method": "wB97M-V/def2-TZVPD", "species": ["C", "C", "C", "N", "H", "H", "H", "H", "H", "H", "H", "H", "H", "O"], "positions_angstrom": [[1.3454, 0.2154, 0.7395], [-0.0423, 0.2370, 1.3423], [-1.0651, 0.5019, 0.4579], [-2.4536, 0.8201, 0.4717], [1.8235, -0.2640, 1.6385], [1.5662, 1.3056, 0.6630], [1.5251, -0.3305, -0.3171], [-0.3442, 0.0029, 2.3265], [-0.7599, 0.1997, -0.6363], [-2.9624, -0.0471, 0.0739], [-3.0147, 1.0005, 1.3234], [1.3353, -1.0162, -1.9316], [1.6322, -1.0328, -3.4162], [1.4143, -1.5924, -2.7355]], "total_charge": 1, "spin_multiplicity": 2, "total_energy_ev": -6783.87293, "fmax_ev_per_a": 4.90, "gap_ev": [10.16, 6.65]}

(3)
{"formula": "C2H5FIN", "method": "wB97M-V/def2-TZVPD", "species": ["H", "N", "C", "C", "F", "H", "H", "H", "I", "H"], "positions_angstrom": [[0.6120, 1.0759, 2.2283], [0.6989, 0.2198, 1.6304], [0.5573, 0.4153, 0.4773], [0.7719, -0.5317, -0.6838], [0.0682, 1.5493, -0.1395], [1.8384, -0.6946, -1.0069], [0.3170, -1.5156, -0.4653], [0.2449, -0.1467, -1.4802], [-2.8134, -0.4920, 0.5078], [-2.2952, 0.1202, -1.0681]], "total_charge": 0, "smiles": "[H]/N=C(/C)F.I", "total_energy_ev": -14462.35721, "fmax_ev_per_a": 7.06, "gap_ev": 10.01}

(4)
{"formula": "C16H27N9PtS6", "method": "wB97M-V/def2-TZVPD", "species": ["Pt", "C", "N", "C", "C", "N", "N", "C", "N", "N", "H", "H", "H", "H", "H", "H", "H", "H", "H", "H", "H", "S", "C", "S", "C", "C", "S", "S", "S", "C", "C", "C", "C", "N", "C", "S", "N", "H", "H", "H", "H", "H", "N", "C", "C", "N", "C", "C", "H", "H", "H", "H", "H", "H", "H", "H", "H", "H", "H"], "positions_angstrom": [[0.2928, 0.5231, 0.3720], [2.6105, -0.4274, 5.4012], [1.4946, 0.1096, 4.6122], [0.3389, 0.6905, 5.2461], [1.4298, -0.1055, 3.2647], [0.3521, -0.2140, 2.5409], [2.6969, -0.2523, 2.6861], [3.1693, -0.2968, 1.3723], [4.4869, -0.6089, 1.2231], [2.3319, -0.0829, 0.3864], [2.2026, -0.6191, 6.4199], [3.4377, 0.2558, 5.4817], [2.9007, -1.4151, 5.0074], [0.5493, 1.1266, 6.2567], [-0.4694, -0.0172, 5.4482], [-0.0736, 1.4543, 4.5629], [-0.5176, -0.1664, 3.0689], [3.4044, -0.0662, 3.3856], [5.0278, -0.7181, 2.0684], [4.9160, -0.3418, 0.3578], [2.8006, -0.0709, -0.4966], [-4.6047, 0.9170, -4.9586], [-3.5107, 0.6806, -3.7977], [-3.9041, 0.3103, -2.1370], [-2.2727, 0.4100, -1.4603], [-1.2571, 0.6057, -2.4099], [0.4356, 0.6939, -2.0818], [-1.7325, 0.7348, -4.0500], [-2.1341, 0.2290, 0.2113], [-3.3249, 4.1958, -2.4728], [-1.9563, 4.4098, -1.8552], [-1.2338, 5.5234, -2.1733], [-0.0078, 5.7104, -1.6010], [0.4228, 4.8803, -0.6483], [-0.3198, 3.7863, -0.4419], [0.3268, 2.7386, 0.8716], [-1.4531, 3.5249, -1.0311], [-3.3339, 4.5778, -3.4846], [-4.0515, 4.7388, -1.8524], [-3.6524, 3.1715, -2.5823], [-1.6491, 6.2734, -2.8744], [0.7067, 6.4870, -1.8642], [-0.6171, -4.8717, -1.9588], [-1.4975, -4.1368, -1.0301], [-0.6145, -3.3958, -0.1099], [0.1703, -2.3746, -0.8801], [0.9243, -2.9903, -1.9448], [0.1904, -3.9789, -2.8378], [-1.2101, -5.5044, -2.5116], [-0.0100, -5.4879, -1.4336], [-2.0222, -4.8502, -0.4277], [-2.0562, -3.4138, -1.6269], [0.0352, -4.1038, 0.3845], [-1.1846, -2.8068, 0.6574], [-0.4453, -1.6460, -1.2631], [1.7272, -3.5868, -1.4514], [1.3383, -2.1883, -2.6056], [0.9169, -4.5399, -3.4090], [-0.5207, -3.4802, -3.5236]], "total_charge": 2, "spin_multiplicity": 5, "total_energy_ev": -98684.27818, "fmax_ev_per_a": 3.06, "gap_ev": [6.97, 6.01]}

(5)
{"formula": "C36H66BrFN2O18Si2", "method": "wB97M-V/def2-TZVPD", "species": ["C", "C", "C", "F", "Si", "O", "C", "C", "O", "C", "C", "C", "C", "C", "C", "O", "Si", "Br", "C", "N", "C", "N", "C", "C", "C", "H", "H", "H", "H", "H", "H", "H", "H", "H", "H", "H", "H", "H", "H", "H", "H", "H", "H", "H", "H", "H", "H", "H", "H", "H", "H", "C", "C", "O", "C", "O", "O", "C", "H", "H", "H", "H", "H", "H", "H", "H", "C", "C", "O", "C", "O", "O", "C", "H", "H", "H", "H", "H", "H", "H", "H", "C", "C", "O", "C", "O", "O", "C", "H", "H", "H", "H", "H", "H", "H", "H", "C", "C", "O", "C", "O", "O", "C", "H", "H", "H", "H", "H", "H", "H", "H", "C", "C", "O", "C", "O", "O", "C", "H", "H", "H", "H", "H", "H", "H", "H"], "positions_angstrom": [[7.8093, 1.0105, -1.4611], [8.0552, 1.5583, -3.0040], [6.6520, 1.7886, -3.8518], [7.0878, 2.0009, -5.2825], [5.6330, 3.3265, -3.3058], [5.7428, 4.4994, -4.6453], [6.4953, 4.2238, -1.7856], [7.7967, 5.1212, -2.2171], [9.0850, 4.8208, -1.9703], [7.5539, 6.5827, -2.9927], [6.7473, 7.7692, -2.1995], [6.4851, 9.1755, -3.0183], [7.0204, 9.3252, -4.5957], [7.8582, 8.1051, -5.3596], [8.1277, 6.6838, -4.5391], [3.9901, 2.9934, -2.7850], [3.0423, 2.1693, -4.0114], [3.2914, -0.1488, -3.9474], [3.2166, 2.8761, -5.7964], [4.3867, 2.3380, -6.5891], [3.9632, 1.5329, -7.7978], [1.2880, 2.4414, -3.5438], [1.0622, 3.8066, -3.3942], [1.1499, 4.5310, -1.8894], [0.6634, 4.8221, -4.6421], [8.3071, -0.0414, -1.3253], [6.6411, 0.9326, -1.3109], [8.1789, 1.8179, -0.6752], [8.7828, 2.4752, -3.0719], [8.6137, 0.6651, -3.5658], [6.0810, 0.7680, -3.8250], [5.3110, 5.3594, -4.3503], [6.6763, 3.4933, -0.8783], [5.6709, 4.9981, -1.4041], [6.3924, 7.5406, -1.0993], [5.8845, 10.0120, -2.4564], [6.7569, 10.3573, -5.1241], [8.2103, 8.2782, -6.4861], [8.6901, 5.8254, -5.1034], [3.2288, 4.0535, -5.8091], [2.2335, 2.5638, -6.3938], [4.9229, 3.2070, -6.8901], [3.7976, 0.4261, -7.4361], [4.9031, 1.4965, -8.5328], [3.0675, 1.9825, -8.4033], [0.0776, 4.4666, -1.3741], [1.4028, 5.6713, -2.0228], [1.9711, 4.0051, -1.2247], [1.5298, 5.6181, -4.8277], [-0.3683, 5.3800, -4.4725], [0.5925, 4.1965, -5.6557], [-1.6432, 0.8159, -2.9600], [-0.4799, 0.4567, -2.0508], [-0.9365, -0.2194, -0.8744], [-1.2735, -1.5235, -1.0405], [-1.2153, -2.1535, -2.0835], [-1.7154, -1.9999, 0.1507], [-2.2026, -3.3395, 0.0893], [-2.4001, 1.3842, -2.4103], [-1.3006, 1.4096, -3.8117], [-2.1389, -0.0808, -3.3454], [0.0132, 1.3760, -1.7170], [0.2743, -0.1417, -2.5750], [-1.4607, -4.0133, -0.3500], [-3.1367, -3.3686, -0.4805], [-2.4089, -3.6732, 1.1095], [-3.8190, -0.7252, 1.8787], [-4.8267, 0.3042, 1.3952], [-6.1628, -0.2016, 1.4873], [-6.7005, -0.2151, 2.7334], [-6.1542, 0.1645, 3.7559], [-7.9437, -0.7523, 2.6504], [-8.5827, -0.9213, 3.9148], [-3.9519, -1.6730, 1.3476], [-2.7968, -0.3699, 1.7230], [-3.9483, -0.9389, 2.9444], [-4.6416, 0.5199, 0.3374], [-4.7312, 1.2513, 1.9388], [-8.5986, 0.0148, 4.4812], [-8.0778, -1.7087, 4.4832], [-9.6152, -1.2322, 3.7350], [-6.3901, 0.2766, 7.1275], [-5.2268, -0.0826, 8.0366], [-5.6834, -0.7587, 9.2131], [-6.0203, -2.0628, 9.0470], [-5.9621, -2.6928, 8.0040], [-6.4623, -2.5392, 10.2382], [-6.9494, -3.8788, 10.1768], [-7.1470, 0.8449, 7.6772], [-6.0475, 0.8704, 6.2758], [-6.8858, -0.6201, 6.7421], [-4.7336, 0.8367, 8.3704], [-4.4726, -0.6810, 7.5125], [-6.2075, -4.5526, 9.7375], [-7.8836, -3.9079, 9.6070], [-7.1558, -4.2125, 11.1970], [-4.4873, -10.0063, 11.2889], [-3.0206, -9.6095, 11.2818], [-2.7022, -8.8385, 10.1182], [-3.1036, -7.5423, 10.1453], [-3.6941, -6.9918, 11.0598], [-2.7597, -6.9697, 8.9642], [-3.2201, -5.6269, 8.8205], [-4.7530, -10.5147, 10.3567], [-4.7056, -10.6688, 12.1308], [-5.1369, -9.1287, 11.3668], [-2.4033, -10.5134, 11.2419], [-2.7425, -9.0692, 12.1942], [-2.9032, -5.0049, 9.6632], [-4.3101, -5.6172, 8.7212], [-2.7856, -5.2146, 7.9061], [1.3300, -3.6133, -5.2261], [0.8779, -2.1865, -5.4876], [0.5238, -2.0031, -6.8626], [-0.6825, -2.5050, -7.2299], [-1.4735, -3.0806, -6.5010], [-0.8455, -2.2815, -8.5583], [-2.0353, -2.8563, -9.0964], [2.1347, -3.8941, -5.9129], [1.6840, -3.7255, -4.1978], [0.5142, -4.3253, -5.3866], [1.7075, -1.5021, -5.2799], [0.0491, -1.8972, -4.8309], [-2.9197, -2.5392, -8.5355], [-1.9509, -3.9476, -9.1007], [-2.1416, -2.5134, -10.1289]], "total_charge": 0, "total_energy_ev": -166744.62750, "fmax_ev_per_a": 8.14, "gap_ev": 8.30}